# 1
# C36H33N4NiO2PS

C36H33N4NiO2PS as an isolated structure (wB97M-V/def2-TZVPD, the OMol25 dataset).

Output
Orbital gap (alpha / beta) in eV: 4.76 / 4.76
Charge: -2
DFT total energy in Eh: -4009.05943
Spin multiplicity: 1

Each line ends with the Löwdin charge.
CARTESIAN COORDINATES (ANGSTROEM)
Ni  0.11  -1.21  -2.05  0.11
C  -0.31  -0.07  5.67  -0.13
C  -0.15  -1.30  5.04  -0.11
C  -0.21  -1.39  3.66  -0.12
C  -0.43  -0.27  2.86  -0.37
C  -0.59  0.96  3.50  -0.09
C  -0.54  1.06  4.89  -0.10
P  -0.47  -0.58  1.02  1.13
C  -1.18  1.05  0.52  -0.31
C  -2.52  1.18  0.87  -0.14
C  -3.22  2.37  0.76  -0.12
C  -2.57  3.48  0.23  -0.12
C  -1.26  3.37  -0.20  -0.05
C  -0.55  2.16  -0.08  -0.26
C  1.32  -0.58  0.64  -0.42
C  2.32  -0.36  1.58  -0.13
C  3.65  -0.40  1.19  -0.14
C  3.95  -0.65  -0.15  -0.13
C  2.93  -0.86  -1.07  -0.13
C  1.56  -0.86  -0.72  -0.23
H  -0.27  0.01  6.75  0.08
H  0.03  -2.19  5.63  0.09
H  -0.09  -2.36  3.18  0.10
H  -0.77  1.85  2.91  0.09
H  -0.67  2.03  5.36  0.09
H  -3.02  0.31  1.28  0.10
H  -4.26  2.43  1.06  0.09
H  -3.09  4.43  0.13  0.09
H  -0.76  4.22  -0.65  0.11
H  0.97  1.15  -0.98  0.08
H  2.08  -0.14  2.62  0.08
H  4.44  -0.22  1.91  0.08
H  4.98  -0.68  -0.47  0.08
H  3.19  -1.05  -2.11  0.08
O  1.31  -4.28  -1.22  0.06
C  0.12  -4.10  -1.05  -0.43
N  -0.64  -3.00  -1.38  0.11
C  -1.93  -3.22  -1.02  -0.46
O  -2.90  -2.48  -1.17  0.00
C  -2.05  -4.58  -0.36  -0.09
C  -3.12  -5.25  0.18  -0.02
C  -2.88  -6.52  0.71  -0.11
C  -1.60  -7.07  0.69  -0.11
C  -0.52  -6.38  0.14  -0.02
C  -0.78  -5.13  -0.38  -0.09
H  -4.11  -4.81  0.19  0.11
H  -3.69  -7.08  1.15  0.08
H  -1.44  -8.06  1.12  0.08
H  0.48  -6.79  0.12  0.11
C  -2.57  0.53  -2.64  -0.11
N  -1.20  0.19  -2.96  -0.11
C  -0.88  -1.05  -3.60  -1.05
N  -2.03  -1.81  -4.05  0.02
S  0.60  -1.03  -4.52  0.42
H  -2.58  1.52  -2.18  0.06
H  -2.98  -0.18  -1.92  0.06
H  -3.21  0.54  -3.53  0.07
H  -0.65  0.95  -3.32  0.06
H  -2.57  -2.09  -3.23  0.03
H  -1.65  -2.65  -4.46  0.04
C  1.33  3.76  1.64  -0.04
C  1.90  4.01  0.27  -0.21
C  2.76  5.07  0.05  -0.08
C  3.38  5.25  -1.18  -0.12
C  3.13  4.35  -2.20  -0.07
C  2.25  3.29  -2.03  -0.19
C  1.96  2.34  -3.16  -0.04
C  1.61  3.14  -0.79  -0.17
N  0.72  2.07  -0.60  0.11
H  1.93  4.28  2.39  0.07
H  1.34  2.69  1.86  0.08
H  0.30  4.10  1.73  0.07
H  2.99  5.75  0.87  0.10
H  4.06  6.08  -1.34  0.08
H  3.62  4.46  -3.16  0.10
H  2.69  2.46  -3.96  0.08
H  0.97  2.55  -3.59  0.08
H  1.95  1.29  -2.87  0.04

***

# 2
# C36H34N6O4Pd

C36H34N6O4Pd as an isolated structure in a non-equilibrium geometry (wB97M-V/def2-TZVPD, the OMol25 dataset).

Output
Orbital gap (alpha / beta) in eV: 6.60 / 7.18
Charge: 0
DFT total energy in Eh: -2149.47886
Spin multiplicity: 3

Each line ends with the Löwdin charge.
CARTESIAN COORDINATES (ANGSTROEM)
Pd  12.29  -17.57  6.02  0.98
C  15.18  -19.89  3.74  -0.03
C  14.52  -18.96  4.72  -0.27
N  13.47  -19.20  5.42  -0.07
N  12.81  -20.35  5.24  0.05
C  11.62  -20.36  5.79  -0.46
O  11.11  -19.31  6.25  -0.12
C  10.92  -21.67  5.92  -0.13
C  11.59  -22.88  5.68  -0.03
C  10.89  -24.08  5.60  -0.08
C  9.59  -24.12  6.09  -0.10
C  8.94  -22.93  6.40  -0.08
C  9.55  -21.68  6.26  0.00
C  15.12  -17.60  4.94  -0.17
C  16.17  -17.09  4.20  -0.04
C  16.71  -15.85  4.39  -0.05
C  15.97  -14.96  5.18  -0.05
C  14.89  -15.48  5.86  -0.15
N  14.46  -16.73  5.81  0.04
H  14.72  -20.87  3.82  0.06
H  16.22  -20.06  3.97  0.07
H  15.16  -19.53  2.70  0.09
H  12.61  -22.79  5.30  0.10
H  11.45  -24.97  5.32  0.10
H  9.09  -25.07  6.23  0.10
H  7.87  -22.92  6.58  0.10
H  9.08  -20.74  6.41  0.09
H  16.74  -17.76  3.53  0.12
H  17.55  -15.47  3.84  0.11
H  16.29  -13.99  5.40  0.09
H  14.37  -14.82  6.56  0.11
C  9.16  -11.36  10.08  -0.07
O  9.46  -12.35  9.10  -0.08
C  8.88  -12.18  7.88  -0.24
C  7.84  -11.34  7.68  -0.01
C  7.24  -11.33  6.39  -0.05
C  7.64  -12.26  5.42  -0.07
C  8.63  -13.14  5.74  -0.03
C  9.31  -13.07  6.90  -0.13
N  10.36  -13.95  7.29  0.17
C  10.77  -14.98  6.57  -0.42
N  11.33  -14.66  5.33  0.15
C  11.18  -15.52  4.14  -0.20
C  11.42  -16.85  4.24  -0.15
C  11.40  -17.62  3.06  -0.11
C  11.15  -17.03  1.87  -0.10
C  10.84  -15.66  1.79  -0.02
C  10.80  -14.90  2.96  -0.21
O  10.37  -13.57  3.03  -0.11
C  10.00  -12.92  1.84  -0.09
N  10.82  -16.19  7.04  0.09
C  9.91  -16.44  8.13  -0.23
C  10.36  -16.63  9.39  -0.03
C  9.56  -16.84  10.51  -0.08
C  8.23  -16.91  10.30  -0.11
C  7.71  -16.79  9.04  0.01
C  8.55  -16.53  7.93  -0.19
O  7.96  -16.41  6.64  -0.12
C  8.25  -17.55  5.76  -0.03
H  9.83  -11.53  10.92  0.09
H  8.13  -11.44  10.45  0.10
H  9.37  -10.37  9.76  0.08
H  7.45  -10.76  8.46  0.09
H  6.51  -10.62  6.08  0.09
H  7.16  -12.23  4.48  0.09
H  8.88  -13.86  4.96  0.12
H  10.55  -13.99  8.25  0.13
H  11.42  -13.66  5.12  0.15
H  11.80  -18.64  3.23  0.10
H  11.09  -17.64  1.00  0.09
H  10.60  -15.23  0.83  0.10
H  9.24  -13.54  1.29  0.11
H  10.78  -12.78  1.14  0.08
H  9.61  -11.94  2.06  0.09
H  11.42  -16.64  9.53  0.11
H  9.92  -16.97  11.50  0.10
H  7.61  -17.05  11.18  0.10
H  6.69  -16.88  8.83  0.10
H  7.86  -18.40  6.22  0.06
H  9.32  -17.67  5.61  0.04
H  7.70  -17.37  4.79  0.11

***

Q: Which value of DFT total energy does entry 1 give?
A: -4009.05943 Eh

***

Q: Which of these has the lowest charge?
A: C36H33N4NiO2PS